Entry 1:
{
  "formula": "C5H8N2",
  "method": "wB97M-V/def2-TZVPD",
  "smiles": "CC1(C)C=NN=C1",
  "gap_ev": 9.63,
  "homo_energy_ev": -9.587,
  "species": ["C", "C", "C", "C", "N", "N", "C", "H", "H", "H", "H", "H", "H", "H", "H"],
  "coordinates": [[-1.57484, -0.91404, -0.62018], [-0.55932, -0.06469, 0.10084], [-0.98392, 1.20496, 0.72525], [0.29503, 0.48096, -0.95837], [1.60133, 0.40141, -0.61682], [1.61629, -0.53355, 0.37241], [0.42564, -0.75020, 0.89829], [-0.84589, -1.36837, -1.42918], [-2.73664, -0.43939, -0.89232], [-1.64612, -1.86318, 0.22546], [0.03277, 1.86676, 0.79438], [-1.72952, 1.72507, 0.22741], [-1.43504, 1.01010, 1.67194], [0.01828, 1.32557, -1.62904], [0.20322, -1.07361, 1.86724]],
  "atomic_forces_ev_per_a": [[-1.44, -3.79, 1.64], [-1.10, 1.11, -2.84], [2.77, 1.74, 2.06], [4.51, 3.08, 0.29], [-4.09, -0.82, -2.78], [0.12, -1.36, 3.98], [2.62, 1.41, -2.24], [-2.71, 0.45, 0.78], [3.91, -1.49, 0.56], [-0.87, 2.28, -2.73], [-2.81, -1.19, 0.43], [-1.12, 1.07, -1.57], [0.05, 0.00, 1.17], [-0.07, -1.12, 0.13], [0.22, -1.38, 1.13]],
  "nbo_charge": [-0.607, -0.291, -0.562, 0.099, -0.249, -0.241, 0.057, 0.241, 0.255, 0.214, 0.235, 0.214, 0.214, 0.213, 0.208]
}

Entry 2:
{
  "formula": "C56H48CoFN2OP3Si",
  "method": "wB97M-V/def2-TZVPD",
  "spin_multiplicity": 2,
  "gap_ev": [7.28, 8.10],
  "homo_energy_ev": [-6.681, -7.498],
  "species": ["Co", "C", "C", "C", "C", "C", "C", "P", "C", "C", "C", "C", "C", "C", "C", "C", "C", "C", "C", "C", "Si", "C", "C", "C", "C", "C", "C", "P", "C", "C", "C", "C", "C", "C", "C", "C", "C", "C", "C", "C", "C", "C", "C", "C", "C", "C", "P", "C", "C", "C", "C", "C", "C", "C", "C", "C", "C", "C", "C", "H", "H", "H", "H", "H", "H", "H", "H", "H", "H", "H", "H", "H", "H", "H", "H", "H", "H", "H", "H", "H", "H", "H", "H", "H", "H", "H", "H", "H", "H", "H", "H", "H", "H", "H", "H", "H", "H", "H", "H", "H", "H", "F", "C", "N", "C", "N", "O", "H", "H", "H", "H", "H", "H"],
  "coordinates": [[0.16669, 0.40598, -0.06846], [3.66996, -1.70753, 4.95019], [2.51856, -2.32903, 4.48032], [1.63568, -1.63262, 3.67422], [1.89237, -0.30554, 3.31956], [3.04218, 0.31034, 3.79725], [3.92512, -0.38898, 4.60996], [0.66640, 0.53058, 2.24009], [1.02230, 2.28705, 2.59174], [2.06706, 2.82640, 1.83721], [2.50707, 4.11920, 2.07093], [1.88197, 4.90437, 3.03082], [0.80455, 4.39538, 3.74178], [0.37850, 3.09137, 3.52646], [-0.81336, 0.01118, 3.18289], [-0.99716, 0.28602, 4.53736], [-2.14213, -0.14769, 5.18378], [-3.08851, -0.88633, 4.48211], [-2.86596, -1.22073, 3.15460], [-1.71637, -0.79581, 2.48209], [-1.21767, -1.19044, 0.67965], [-2.83974, -1.34415, -0.28368], [-3.87107, -2.24585, -0.00304], [-5.05844, -2.22239, -0.71451], [-5.23591, -1.29818, -1.73898], [-4.21126, -0.42934, -2.06468], [-3.02208, -0.44465, -1.33720], [-1.51739, 0.44720, -1.88989], [-1.99206, 2.15129, -2.31070], [-3.22560, 2.71624, -2.01009], [-3.49834, 4.03012, -2.36328], [-2.54155, 4.78910, -3.02178], [-1.29592, 4.24095, -3.29634], [-1.01696, 2.93498, -2.92776], [-1.44130, -0.34388, -3.55372], [-1.28035, -1.73063, -3.57806], [-1.25520, -2.41960, -4.77581], [-1.39337, -1.73342, -5.97686], [-1.55413, -0.35873, -5.96334], [-1.57930, 0.33443, -4.75827], [-0.25510, -2.84121, 0.68972], [-0.69129, -4.00526, 1.32611], [0.09422, -5.14608, 1.36415], [1.34401, -5.14727, 0.75565], [1.79675, -4.00851, 0.11203], [1.00839, -2.85781, 0.07393], [1.55606, -1.29387, -0.71944], [1.54500, -1.60197, -2.51656], [1.48861, -0.46182, -3.31643], [1.54932, -0.57222, -4.69774], [1.65179, -1.82286, -5.28777], [1.70032, -2.96236, -4.49552], [1.65246, -2.85323, -3.11453], [3.37836, -1.26264, -0.44328], [3.94671, -1.76108, 0.72692], [5.30972, -1.65596, 0.96047], [6.13060, -1.03434, 0.03240], [5.57869, -0.53468, -1.13702], [4.21874, -0.65185, -1.37538], [4.36025, -2.24958, 5.58335], [2.30641, -3.35717, 4.74372], [0.73899, -2.12642, 3.31744], [3.25582, 1.33961, 3.54196], [4.81593, 0.10423, 4.97696], [2.51242, 2.23605, 1.04531], [3.32391, 4.52097, 1.48568], [2.22022, 5.91702, 3.20918], [0.29901, 5.01093, 4.47566], [-0.46089, 2.70836, 4.09082], [-0.23910, 0.82709, 5.09072], [-2.29413, 0.07932, 6.23114], [-3.98949, -1.22191, 4.98034], [-3.60694, -1.81459, 2.63543], [-3.73944, -2.99646, 0.76792], [-5.84382, -2.93062, -0.48329], [-6.16008, -1.28099, -2.30214], [-4.32136, 0.24135, -2.90872], [-3.97333, 2.13487, -1.48677], [-4.46350, 4.45881, -2.12632], [-2.75913, 5.81083, -3.30490], [-0.53349, 4.83748, -3.78087], [-0.02811, 2.52488, -3.09326], [-1.17078, -2.27676, -2.64685], [-1.12376, -3.49392, -4.77367], [-1.37658, -2.27093, -6.91591], [-1.66566, 0.18467, -6.89307], [-1.71290, 1.40735, -4.76948], [-1.65653, -4.01487, 1.82044], [-0.26087, -6.03369, 1.87221], [1.96572, -6.03267, 0.78958], [2.78018, -4.00394, -0.34245], [1.39192, 0.50963, -2.83809], [1.49752, 0.31663, -5.31303], [1.68458, -1.91193, -6.36581], [1.77040, -3.93934, -4.95582], [1.67996, -3.74697, -2.50465], [3.32987, -2.26430, 1.45310], [5.72421, -2.06145, 1.87299], [7.19361, -0.94625, 0.21512], [6.20949, -0.05596, -1.87481], [3.81344, -0.26252, -2.29924], [1.02140, 1.95748, -0.79303], [-0.86528, 4.38357, 0.50292], [-1.95424, 3.89178, 1.32668], [-2.27453, 2.58592, 1.40988], [-3.24659, 2.25191, 2.32416], [-1.78272, 1.71840, 0.68799], [-0.06808, 4.78065, 1.12979], [-1.22611, 5.16182, -0.16810], [-0.45394, 3.55760, -0.07555], [-2.42236, 4.53793, 1.93798], [-3.43110, 2.86951, 3.09626], [-3.30109, 1.26493, 2.52686]],
  "atomic_forces_ev_per_a": [[-0.38, -0.42, -0.34], [-0.01, -0.02, -0.01], [0.07, -0.01, 0.00], [0.07, -0.02, -0.09], [0.08, -0.12, -0.16], [0.06, -0.02, -0.05], [0.03, -0.02, 0.00], [-0.24, 0.36, -0.27], [-0.03, 0.01, 0.03], [-0.01, -0.03, -0.01], [-0.01, 0.05, 0.02], [0.00, 0.00, -0.02], [0.01, 0.01, 0.03], [0.03, -0.02, 0.03], [-0.02, 0.03, 0.00], [-0.02, 0.01, -0.02], [-0.01, -0.01, 0.00], [0.00, 0.00, 0.04], [0.02, -0.05, -0.01], [-0.04, -0.02, -0.03], [0.31, 0.19, 0.00], [0.03, -0.01, 0.01], [-0.02, -0.03, -0.01], [0.00, 0.01, 0.00], [-0.02, -0.02, 0.01], [-0.01, 0.02, -0.03], [0.07, 0.01, -0.06], [0.08, 0.06, 0.34], [0.04, 0.00, 0.05], [0.00, -0.05, 0.02], [0.00, 0.04, -0.02], [0.00, 0.01, 0.04], [0.01, 0.03, 0.03], [0.03, 0.00, 0.04], [-0.12, 0.03, -0.01], [-0.21, -0.03, -0.02], [-0.26, 0.04, 0.03], [-0.17, 0.08, 0.00], [-0.04, -0.07, -0.04], [-0.07, 0.01, 0.04], [-0.07, 0.03, 0.02], [-0.01, -0.03, 0.00], [0.01, -0.01, -0.01], [-0.03, -0.02, 0.01], [-0.02, -0.01, -0.01], [0.04, 0.04, -0.03], [0.07, -0.01, 0.04], [0.13, 0.04, 0.02], [0.18, -0.08, 0.00], [0.20, -0.04, -0.02], [0.21, 0.05, 0.07], [0.19, 0.00, 0.08], [0.08, -0.01, -0.03], [-0.02, -0.03, 0.05], [0.02, 0.03, -0.04], [0.00, 0.05, -0.01], [0.02, -0.03, 0.04], [0.01, 0.00, -0.02], [-0.08, 0.07, 0.01], [0.01, 0.00, 0.01], [0.00, -0.02, 0.01], [0.01, -0.01, 0.00], [0.01, 0.00, 0.00], [0.01, 0.00, 0.01], [-0.02, -0.01, -0.03], [0.01, 0.00, 0.00], [0.00, 0.01, 0.01], [0.00, 0.01, 0.00], [-0.01, 0.01, -0.01], [0.00, 0.00, 0.01], [0.00, 0.00, 0.01], [-0.01, 0.00, 0.01], [-0.02, -0.03, -0.01], [-0.01, -0.01, 0.03], [-0.02, -0.01, 0.01], [-0.01, 0.00, -0.01], [0.00, 0.00, -0.01], [-0.01, 0.00, 0.02], [-0.02, 0.01, 0.01], [-0.01, 0.02, -0.01], [0.00, 0.00, 0.00], [0.01, 0.00, 0.01], [-0.05, 0.01, -0.01], [-0.01, 0.01, 0.00], [0.01, -0.02, -0.03], [-0.01, 0.01, -0.02], [-0.01, 0.00, 0.00], [-0.03, -0.01, 0.03], [-0.01, -0.02, 0.01], [0.01, -0.01, 0.00], [0.00, -0.01, -0.02], [0.01, 0.01, 0.02], [0.00, 0.00, -0.01], [-0.01, 0.00, -0.02], [0.00, -0.03, -0.02], [0.01, -0.02, 0.01], [-0.13, 0.00, 0.20], [0.02, -0.01, 0.06], [0.01, 0.00, 0.00], [0.01, 0.01, -0.01], [-0.01, 0.01, 0.00], [0.13, 0.00, 0.06], [0.02, -0.03, -0.04], [-0.02, 0.06, 0.03], [-0.16, -0.10, 0.02], [-0.06, 0.10, 0.00], [0.08, 0.05, 0.07], [0.01, 0.06, 0.01], [0.00, 0.00, -0.09], [-0.01, -0.03, -0.05], [0.03, -0.03, 0.01], [0.03, -0.02, 0.01], [0.00, 0.00, 0.00]],
  "lowdin_spin": [1.092, 0.000, 0.000, 0.000, -0.003, 0.000, 0.000, -0.009, -0.002, -0.001, 0.000, 0.001, 0.000, 0.000, 0.003, 0.001, 0.000, 0.000, -0.002, -0.010, -0.071, -0.011, -0.002, -0.001, 0.000, 0.001, 0.003, -0.010, -0.001, 0.000, 0.000, 0.000, 0.000, 0.000, -0.004, 0.000, 0.000, 0.000, 0.000, 0.000, -0.011, -0.002, 0.000, 0.000, 0.001, 0.002, 0.004, 0.002, 0.000, 0.000, 0.001, 0.000, 0.001, 0.001, 0.003, 0.000, 0.003, 0.000, 0.003, 0.000, 0.000, 0.000, 0.000, 0.000, -0.001, 0.000, 0.000, 0.000, 0.000, 0.000, 0.000, 0.000, 0.000, 0.000, 0.000, 0.000, 0.000, 0.000, 0.000, 0.000, 0.000, 0.000, 0.000, 0.000, 0.000, 0.000, 0.000, 0.000, 0.000, 0.000, 0.000, 0.000, 0.000, 0.000, 0.000, 0.000, 0.000, 0.000, 0.000, 0.000, 0.000, 0.002, 0.000, 0.000, 0.003, 0.001, 0.016, 0.000, 0.000, 0.000, 0.000, 0.000, 0.000]
}

Entry 3:
{
  "formula": "C13H38NO14",
  "method": "wB97M-V/def2-TZVPD",
  "charge": -1,
  "gap_ev": 8.22,
  "homo_energy_ev": -5.503,
  "species": ["N", "O", "O", "O", "C", "C", "C", "O", "H", "H", "H", "H", "H", "H", "H", "H", "C", "C", "O", "O", "H", "H", "H", "H", "H", "H", "C", "C", "O", "O", "H", "H", "H", "H", "H", "H", "C", "C", "O", "O", "H", "H", "H", "H", "H", "H", "C", "C", "O", "O", "H", "H", "H", "H", "H", "H", "C", "C", "O", "O", "H", "H", "H", "H", "H", "H"],
  "coordinates": [[0.08256, -0.10994, -0.56960], [0.87666, 0.56134, -1.27434], [-0.73281, 0.38833, 0.20118], [0.06604, -1.32145, -0.67726], [2.54020, -5.32640, 1.40674], [2.02294, -5.11066, 0.01062], [0.58111, -4.70308, -0.11853], [2.69770, -4.09001, -0.59006], [3.53245, -5.75265, 1.55455], [1.94885, -6.00823, 2.01789], [2.63076, -4.37636, 1.93335], [2.33575, -5.93314, -0.63265], [0.30246, -4.69931, -1.17230], [0.35345, -3.73235, 0.32186], [0.09720, -5.49980, 0.44643], [3.61235, -4.37786, -0.54337], [-3.97686, 1.37087, -0.80552], [-4.30429, 2.09364, -2.14957], [-5.14757, 1.18898, -2.84713], [-3.56995, 0.08409, -0.98756], [-4.90158, 1.25755, -0.23970], [-3.41176, 2.06450, -0.18292], [-3.34712, 2.30348, -2.62695], [-4.88684, 2.99622, -1.96494], [-4.80740, 0.29195, -2.88225], [-2.78264, 0.00776, -0.44357], [1.47917, 4.62056, -1.49771], [0.34740, 4.01716, -0.62360], [0.01962, 4.73319, 0.57883], [0.94249, 5.81629, -2.18819], [1.85615, 3.79865, -2.10635], [2.28259, 4.98646, -0.85839], [0.67981, 2.98865, -0.48299], [-0.59934, 4.10615, -1.15640], [-0.70698, 4.34596, 1.07247], [0.88732, 6.53533, -1.55452], [-1.64648, -3.41066, 2.51333], [-2.32260, -3.39642, 1.11490], [-3.37793, -4.32970, 1.06423], [-2.72397, -3.14654, 3.40967], [-0.80406, -2.74188, 2.68991], [-1.19958, -4.40455, 2.53754], [-1.61073, -3.53171, 0.30063], [-2.74552, -2.39367, 1.17581], [-3.65491, -4.40333, 0.14801], [-3.39015, -3.83126, 3.31489], [-0.09622, 1.50604, 3.56983], [0.12596, 2.47728, 4.66029], [1.28694, 3.23670, 4.42085], [-0.47108, 2.13958, 2.33150], [-0.91113, 0.82916, 3.82647], [0.74853, 0.84464, 3.37739], [0.42809, 1.99237, 5.58856], [-0.78199, 3.00430, 4.95352], [1.05072, 3.76264, 3.65327], [-0.66051, 1.42467, 1.71945], [3.07770, 1.74181, -4.00166], [3.59787, 1.66746, -2.57004], [4.39960, 0.51145, -2.56023], [2.29258, 0.62042, -4.28185], [3.85244, 1.88370, -4.75515], [2.51562, 2.67224, -4.08211], [2.83494, 1.73309, -1.79433], [4.13264, 2.61706, -2.55048], [5.22265, 0.67729, -3.02572], [1.83068, 0.73193, -5.11601]],
  "atomic_forces_ev_per_a": [[1.43, -0.63, -1.93], [-0.63, 0.39, 0.91], [-1.58, 2.06, 1.48], [0.29, -1.86, -0.25], [-0.01, -0.16, 1.57], [0.07, -0.39, -0.32], [-0.04, -1.43, 0.65], [2.19, 2.20, -0.76], [0.36, -0.11, -0.93], [-0.52, 0.11, -0.07], [-0.46, 0.21, 0.00], [-1.05, -1.20, 0.27], [-0.15, -0.01, 0.15], [0.45, -0.04, -0.04], [-1.00, 0.12, -0.22], [0.43, 0.64, -0.34], [-2.49, 2.62, 0.18], [0.18, -2.14, 1.58], [-0.67, 0.77, -1.09], [1.49, -1.01, -0.29], [-0.66, 0.57, -0.06], [1.00, -0.46, 0.01], [-0.10, 0.10, -0.52], [0.16, 0.01, -0.09], [0.58, 0.14, 0.38], [0.83, -0.63, -0.07], [-2.00, 1.87, 1.90], [-0.23, 0.06, -0.27], [1.53, 0.88, 0.09], [0.84, -1.36, -0.62], [-0.29, 0.67, -0.75], [0.24, -0.30, 0.12], [-0.58, -0.26, 0.55], [0.30, -0.76, -0.88], [0.13, -0.64, -0.31], [0.07, -0.25, 0.27], [-1.15, -1.48, -1.48], [1.03, 1.98, 0.79], [-0.05, -0.78, 0.32], [0.95, 0.03, 0.90], [-0.55, 0.52, -0.35], [-0.15, -0.53, 1.00], [-0.23, 0.24, 0.06], [-0.09, 0.26, -1.03], [-0.02, 0.04, 0.06], [0.04, -0.12, -0.27], [-1.19, -1.13, -1.40], [1.03, -0.71, 1.36], [-0.42, 1.18, -0.39], [0.28, 0.68, 1.36], [-0.24, -0.10, 0.42], [0.47, 0.27, 0.24], [-0.41, -0.78, -0.01], [-0.05, 0.67, -0.52], [0.46, 0.30, -0.41], [0.12, -0.26, -0.86], [-1.40, 0.80, 0.39], [0.37, 0.60, -2.51], [0.44, -0.44, 1.54], [-0.22, -0.48, -0.21], [0.75, -0.31, 0.18], [-0.56, 0.26, -0.02], [0.01, -0.90, -0.18], [0.79, 0.11, 0.72], [-0.10, 0.18, -0.03], [0.00, 0.10, 0.02]],
  "nbo_charge": [0.731, -0.544, -0.625, -0.515, -0.649, 0.091, -0.626, -0.689, 0.200, 0.205, 0.219, 0.143, 0.225, 0.243, 0.188, 0.446, -0.082, -0.078, -0.747, -0.741, 0.141, 0.168, 0.163, 0.171, 0.483, 0.511, -0.091, -0.098, -0.768, -0.750, 0.194, 0.168, 0.207, 0.169, 0.489, 0.468, -0.086, -0.097, -0.750, -0.730, 0.201, 0.148, 0.189, 0.170, 0.478, 0.476, -0.096, -0.094, -0.713, -0.774, 0.163, 0.173, 0.176, 0.160, 0.472, 0.512, -0.070, -0.087, -0.705, -0.698, 0.133, 0.145, 0.229, 0.137, 0.455, 0.459]
}

> Which formula does entry 1 have?

C5H8N2